# 1
The following is a quantum chemistry calculation of the ion C4H2NOS2 with charge -1 at a distorted geometry, from OMol25.

Summary:
HOMO energy (alpha / beta)   -2.9 / -2.9 eV
Charge   -1
Energy above the lowest of the compared OMol25 structures with the same formula, charge and spin   91.1 kcal per mole
Kohn-Sham gap (alpha / beta)   6.17 / 6.17 eV
F_max   0.0574 hartree/bohr

Last column: Mulliken charge in e.
Geometry (Å):
C: -0.206 -0.399 -0.006  0.3387
C: 1.369 1.267 0.295  -0.3034
C: 0.593 0.442 1.050  0.5200
C: 0.436 -1.446 -0.298  0.0635
N: -1.578 -0.231 -0.329  -0.5225
O: 0.576 0.065 2.249  -0.7040
S: 1.327 2.651 -0.606  -0.3781
S: 1.423 -2.460 -0.951  -0.4660
H: -1.894 -0.544 -1.310  0.2117
H: -2.045 0.655 -0.095  0.2401


# 2
The following is a quantum chemistry calculation of a cluster of 2 separate species, C2H4BrFO in total at a distorted geometry, from OMol25.

Summary:
HOMO energy   -9.9 eV
Energy above the lowest of the compared OMol25 structures with the same formula, charge and spin   55.0 kcal per mole
Kohn-Sham gap   10.18 eV
F_max   0.0786 hartree/bohr

Last column: Mulliken charge in e.
Geometry (Å):
C: -1.043 -0.578 -0.763  0.0198
C: 0.772 0.463 0.832  -0.2256
O: -0.064 -0.569 0.899  -0.4675
F: -1.566 0.620 -0.814  -0.1756
Br: 2.282 0.170 -0.480  -0.2428
H: -0.237 -0.762 -1.466  0.3217
H: -1.746 -1.360 -0.500  0.1937
H: 1.274 0.606 1.794  0.3096
H: 0.326 1.410 0.497  0.2667